{
  "formula": "C8H32N11O11",
  "method": "the ωB97M-V functional and the def2-TZVPD basis",
  "homo_lumo_gap_ev": 7.00,
  "charge": -1,
  "e_tot_ev": -47725.430,
  "de_lowest_kcal_mol": 179.6,
  "e_homo_ev": -5.03,
  "elements": ["N", "O", "O", "O", "C", "O", "H", "H", "H", "H", "C", "O", "H", "H", "H", "H", "C", "O", "H", "H", "H", "H", "C", "O", "N", "N", "H", "H", "H", "H", "C", "O", "N", "N", "H", "H", "H", "H", "C", "O", "N", "N", "H", "H", "H", "H", "C", "O", "N", "N", "H", "H", "H", "H", "C", "O", "N", "N", "H", "H", "H", "H"],
  "xyz": [[-1.2492, -0.1126, 0.8750], [-1.1834, -1.3218, 0.6525], [-1.9494, 0.5192, 0.1308], [-0.4781, 0.4026, 1.6457], [-0.8028, -7.0137, -0.5663], [0.2578, -7.4648, 0.2660], [-0.5746, -6.9042, -1.6265], [-1.6626, -7.6662, -0.4140], [-1.1424, -6.0486, -0.1905], [0.7804, -6.7048, 0.5320], [2.2052, -4.2815, 3.5810], [2.4690, -4.0212, 2.1799], [3.0905, -4.8735, 3.8130], [2.2806, -3.4561, 4.2889], [1.4095, -4.9987, 3.7824], [1.8568, -3.3253, 1.9298], [-2.3496, 4.0977, 4.8372], [-1.0128, 3.9460, 4.9417], [-2.6490, 4.5089, 5.8012], [-2.6643, 4.6701, 3.9646], [-2.8698, 3.1406, 4.7998], [-0.6593, 3.3750, 4.2557], [5.2806, 1.1151, 4.0139], [5.4317, 0.6542, 2.8799], [4.2309, 1.4332, 4.6210], [6.2649, 1.3540, 4.8209], [3.4517, 1.1136, 4.0634], [4.4225, 1.6847, 5.5803], [6.2427, 1.9582, 5.6300], [7.2032, 1.0247, 4.6444], [4.0123, 2.2378, -2.7191], [4.0685, 2.6541, -3.8231], [3.0439, 1.6001, -2.2313], [5.0386, 2.3224, -1.8779], [3.2064, 1.2110, -1.3135], [2.2473, 1.4791, -2.8402], [5.9334, 2.6932, -2.1641], [4.9537, 1.7939, -1.0214], [-4.0706, 6.0473, -0.7068], [-4.7427, 5.4166, 0.0487], [-3.0694, 5.6542, -1.3234], [-4.2058, 7.3105, -0.7941], [-2.8032, 4.7685, -0.9174], [-2.4401, 6.4135, -1.5415], [-3.7698, 7.9388, -1.4539], [-4.9513, 7.6765, -0.2194], [-5.3523, -2.7494, -2.8748], [-6.4494, -3.1973, -3.2697], [-4.8774, -1.5916, -3.2709], [-4.5367, -3.3732, -2.1654], [-4.3191, -1.1412, -2.5598], [-5.0985, -1.1294, -4.1413], [-3.7053, -2.8633, -1.9030], [-4.6350, -4.3532, -1.9414], [0.5168, -1.7969, -5.2437], [1.2226, -2.0823, -6.1967], [-0.4248, -0.8069, -5.2263], [0.2094, -2.5631, -4.2302], [-0.3464, -0.1261, -5.9681], [-0.8418, -0.6140, -4.3268], [-0.0708, -2.1539, -3.3504], [0.6268, -3.4807, -4.1668]],
  "forces_ev_per_angstrom": [[1.3, -1.7, -1.9], [0.1, -2.9, 0.6], [-2.6, 2.9, -1.4], [1.3, 1.6, 2.6], [-0.5, 0.6, 0.9], [0.0, -0.3, -0.4], [0.3, -0.3, 0.0], [0.2, -0.3, -0.2], [-0.1, 0.3, -0.2], [0.1, 0.0, 0.0], [2.1, -1.4, -0.5], [-1.0, 0.4, 1.2], [0.1, -0.1, 0.4], [-0.6, 0.4, -0.5], [-0.6, 0.6, -0.2], [-0.1, 0.2, -0.4], [-2.2, -0.5, 0.4], [3.0, -0.2, 0.1], [-0.4, 0.6, -0.3], [-0.1, 0.4, 0.1], [-0.1, -0.3, -0.2], [-0.1, -0.1, -0.1], [3.4, -1.7, -4.3], [-0.5, 0.0, 0.3], [-5.8, 1.0, 0.8], [6.7, 0.5, 2.9], [-1.2, 0.6, 1.2], [-1.9, -0.3, -0.2], [-0.3, -0.2, -0.3], [-0.3, 0.1, -0.5], [3.6, 1.1, -0.6], [-0.1, 2.0, -4.2], [-4.8, -2.9, 2.3], [2.3, 0.3, 2.2], [-1.3, -0.3, -0.3], [0.0, -0.4, 0.7], [-0.4, -0.2, 0.0], [0.7, 0.4, 0.0], [-3.1, 0.3, 3.0], [-2.2, -2.4, 1.8], [6.1, -3.8, -3.9], [-2.5, 7.4, 0.1], [1.0, -0.1, -0.7], [0.7, -1.1, -0.1], [-0.1, -0.4, 0.1], [0.1, 0.2, -0.3], [-6.5, -0.3, -4.5], [0.9, 0.0, 0.2], [1.4, 3.8, -0.5], [4.6, -3.7, 4.6], [0.2, 0.6, -0.7], [-0.4, -0.2, 0.7], [0.2, -0.8, 0.2], [-0.2, 0.5, 0.2], [-1.5, 0.5, -2.8], [0.3, 0.3, 0.4], [0.4, 1.8, -1.0], [0.8, -3.5, 3.5], [-0.1, 0.3, 0.6], [-0.2, 0.5, -0.6], [0.0, -0.2, -0.1], [0.2, 0.3, 0.1]]
}